# C2H3F3S

2 unconnected molecules or ions with the total composition C2H3F3S in a non-equilibrium geometry (ωB97M-V/def2-TZVPD, the Open Molecules 2025 dataset).

Computed properties:
* HOMO-LUMO gap: 8.531 eV
* electronic energy: -775.74954 Eh
* multiplicity: 1
* highest occupied orbital energy: -9.097 eV
* molar mass: 116.11 g mol⁻¹
* total charge: 0

Positions of all 9 atoms, in Å:
1 F -1.90543 -0.62722 2.28087
2 C -0.98770 -0.79122 1.30792
3 F -1.54815 -0.41461 0.17886
4 F -0.70515 -2.14621 1.23046
5 H -0.14084 -0.24371 1.67090
6 C 1.35349 1.13044 -1.69088
7 S 1.29460 -0.45813 -1.81093
8 H 0.71831 1.88238 -2.18843
9 H 1.92087 1.66828 -0.97878

Mulliken atomic charge list, values in e, 5 entries:
1. F -0.2272
2. C 0.4907
3. F -0.1638
4. F -0.2202
5. H 0.1209



# C2H3F3Si

2 unconnected molecules or ions with the total composition C2H3F3Si in a non-equilibrium geometry (ωB97M-V/def2-TZVPD, the Open Molecules 2025 dataset).

Computed properties:
* HOMO-LUMO gap (spin up / spin down): 6.919 / 7.220 eV
* electronic energy: -666.78872 Eh
* multiplicity: 3
* <S²>: 2.0114
* highest occupied orbital energy (spin up / spin down): -6.060 / -10.724 eV
* molar mass: 112.13 g mol⁻¹
* total charge: 0

Positions of all 9 atoms, in Å:
1 C 1.73567 0.51231 -1.16970
2 C 1.00320 1.47763 -1.25129
3 F -1.15164 -0.97309 -0.55458
4 F 2.77774 -0.24162 -1.46535
5 F -0.05736 2.17675 -1.03352
6 Si -1.06052 -0.85261 1.00685
7 H -0.81987 0.58754 0.81485
8 H -0.10559 -1.49159 2.01843
9 H -2.32163 -1.19531 1.63432

Mulliken atomic charge list, values in e, 5 entries:
1. C 0.1108
2. C -0.0458
3. F -0.2022
4. F -0.0329
5. F -0.0378